[1]
The following is a quantum chemistry calculation of a molecular structure, C34H56N3NiO2SbSi4, from the Open Molecules 2025 dataset.

Computed properties:
Frontier orbital gap   8.132 eV
Highest occupied orbital energy   -7.6133 eV

Cartesian coordinates (Å):
Ni1 1.98 1.51 -0.78
C1 2.72 3.29 -0.89
Si1 1.71 4.32 0.22
C2 0.03 3.62 -0.27
N1 0.13 2.12 -0.29
C3 -0.18 1.55 1.06
C4 -1.59 1.87 1.55
C5 -2.64 1.44 0.52
C6 -2.30 1.92 -0.89
C7 -0.86 1.58 -1.26
C8 1.65 6.18 -0.09
C9 1.96 7.12 0.89
C10 1.91 8.48 0.63
C11 1.55 8.93 -0.63
C12 1.24 8.01 -1.63
C13 1.29 6.66 -1.35
C14 2.04 4.02 2.04
C15 1.15 4.49 3.01
C16 1.33 4.21 4.36
C17 2.43 3.47 4.76
C18 3.33 2.99 3.82
C19 3.14 3.27 2.47
H1 3.77 3.17 -0.63
H2 2.69 3.64 -1.93
H3 -0.11 3.94 -1.31
H4 -0.83 3.98 0.28
H5 0.57 1.90 1.76
H6 -0.07 0.47 0.95
H7 -1.69 2.93 1.78
H8 -1.74 1.34 2.49
H9 -3.63 1.79 0.82
H10 -2.69 0.34 0.50
H11 -2.48 3.00 -0.98
H12 -2.96 1.43 -1.61
H13 -0.60 1.98 -2.24
H14 -0.77 0.50 -1.30
H15 2.25 6.79 1.88
H16 2.16 9.19 1.41
H17 1.52 9.99 -0.84
H18 0.97 8.36 -2.62
H19 1.06 5.96 -2.15
H20 0.28 5.07 2.71
H21 0.63 4.58 5.09
H22 2.58 3.25 5.81
H23 4.19 2.41 4.13
H24 3.84 2.88 1.75
O1 3.61 0.85 -1.37
N2 3.82 -0.40 -1.19
N3 2.85 -1.02 -0.66
O2 1.70 -0.42 -0.37
C20 3.06 -2.41 -0.38
C21 4.37 -2.87 -0.23
C22 4.60 -4.22 -0.02
C23 3.53 -5.11 0.06
C24 2.24 -4.63 -0.06
C25 1.99 -3.29 -0.28
H25 5.19 -2.17 -0.29
H26 5.61 -4.57 0.10
H27 3.71 -6.16 0.23
H28 1.40 -5.32 0.01
H29 0.96 -2.97 -0.34
C26 -3.16 -5.80 -0.73
Si2 -3.77 -4.03 -0.88
C27 -4.67 -3.88 -2.52
C28 -5.02 -3.73 0.49
Sb1 -1.95 -2.22 -0.72
Si3 -1.22 -2.82 1.68
C29 -2.57 -1.91 2.63
C30 -1.29 -4.65 2.12
C31 0.42 -2.15 2.31
Si4 -0.74 -2.77 -2.92
C32 0.93 -1.96 -3.16
C33 -1.89 -1.90 -4.12
C34 -0.61 -4.59 -3.36
H30 -4.02 -6.48 -0.73
H31 -2.61 -5.97 0.19
H32 -2.52 -6.08 -1.56
H33 -5.54 -4.54 -2.51
H34 -4.04 -4.17 -3.36
H35 -5.02 -2.86 -2.70
H36 -5.89 -4.38 0.33
H37 -5.37 -2.70 0.51
H38 -4.61 -3.97 1.47
H39 -3.57 -2.17 2.30
H40 -2.45 -0.83 2.51
H41 -2.49 -2.14 3.70
H42 -2.30 -5.05 2.04
H43 -0.97 -4.77 3.16
H44 -0.63 -5.25 1.49
H45 0.74 -1.24 1.80
H46 1.22 -2.88 2.23
H47 0.28 -1.92 3.37
H48 0.98 -0.97 -2.71
H49 1.07 -1.85 -4.24
H50 1.76 -2.56 -2.78
H51 -1.81 -0.82 -3.98
H52 -2.94 -2.17 -4.00
H53 -1.59 -2.13 -5.15
H54 -0.06 -5.15 -2.60
H55 -0.08 -4.70 -4.30
H56 -1.59 -5.05 -3.47

=====

[2]
The following is a quantum chemistry calculation of a molecular structure, C34H57Br21I2N2O6P in a non-equilibrium geometry, from the Open Molecules 2025 dataset.

Computed properties:
Frontier orbital gap   7.248 eV
Highest occupied orbital energy   -10.9435 eV
Charge   +1

Cartesian coordinates (Å):
C1 -0.02 -1.61 -1.29
C2 -0.28 -0.55 -0.18
C3 -0.56 0.84 -0.72
C4 -1.85 1.09 -1.12
C5 -2.92 0.07 -1.08
I1 -3.19 -1.13 -2.85
C6 -3.71 -0.12 -0.05
C7 -3.54 0.70 1.23
I2 -5.27 -1.56 -0.01
C8 -2.18 2.32 -1.58
C9 -3.60 2.61 -2.04
O1 -3.93 2.28 -3.11
O2 -4.48 3.26 -1.20
C10 -1.20 3.30 -1.65
N1 -1.49 4.58 -2.14
C11 0.06 3.00 -1.26
C12 1.08 4.11 -1.36
P1 1.67 4.37 -3.09
O3 1.97 5.77 -3.29
O4 0.58 3.83 -4.13
O5 3.04 3.55 -3.34
N2 0.36 1.78 -0.79
C13 1.74 1.54 -0.37
C14 1.96 2.20 1.01
O6 1.18 2.18 1.87
Br1 3.63 3.17 1.32
H1 -0.65 -1.48 -2.16
H2 1.04 -1.68 -1.65
H3 -0.19 -2.58 -0.81
H4 0.57 -0.48 0.51
H5 -1.12 -0.86 0.45
H6 -4.40 0.51 1.87
H7 -3.55 1.76 0.96
H8 -2.62 0.38 1.73
H9 -4.25 4.20 -1.25
H10 -2.48 4.76 -2.15
H11 -1.08 5.31 -1.55
H12 1.98 3.94 -0.76
H13 0.63 5.03 -0.99
H14 -0.12 4.51 -4.17
H15 3.05 3.33 -4.29
H16 2.40 1.98 -1.13
H17 2.02 0.48 -0.33
Br2 -4.69 -4.78 3.26
C15 -3.42 -5.77 2.17
C16 -2.15 -5.00 1.96
Br3 -2.39 -3.58 0.64
H18 -3.93 -6.01 1.24
H19 -3.22 -6.69 2.72
H20 -1.37 -5.64 1.55
H21 -1.78 -4.52 2.87
Br4 5.78 0.48 -1.79
C17 5.57 -0.85 -3.18
C18 4.15 -0.91 -3.66
Br5 2.98 -1.84 -2.40
H22 5.91 -1.80 -2.77
H23 6.23 -0.54 -3.98
H24 4.08 -1.48 -4.58
H25 3.71 0.07 -3.82
Br6 4.75 5.62 -1.26
C19 4.30 7.38 -1.96
C20 5.44 8.35 -1.76
Br7 5.55 8.96 0.08
H26 3.39 7.69 -1.46
H27 4.10 7.22 -3.01
H28 5.27 9.25 -2.35
H29 6.40 7.93 -2.01
Br8 -4.05 -3.63 -4.91
C21 -5.67 -2.88 -5.68
C22 -6.69 -3.95 -5.97
Br9 -6.22 -4.94 -7.58
H30 -5.37 -2.32 -6.55
H31 -6.05 -2.20 -4.92
H32 -7.66 -3.51 -6.18
H33 -6.79 -4.68 -5.17
Br10 0.42 -0.53 4.05
C23 2.17 -1.31 4.41
C24 3.11 -1.09 3.25
Br11 2.72 -2.30 1.78
H34 2.01 -2.36 4.63
H35 2.54 -0.81 5.30
H36 4.13 -1.31 3.54
H37 3.06 -0.08 2.86
Br12 -9.60 -6.43 -10.18
C25 -8.30 -7.39 -11.27
C26 -6.99 -6.66 -11.33
Br13 -7.07 -5.13 -12.53
H38 -8.76 -7.53 -12.25
H39 -8.18 -8.36 -10.79
H40 -6.21 -7.31 -11.74
H41 -6.67 -6.29 -10.36
Br14 -1.37 -8.89 0.32
C27 0.28 -8.71 -0.69
C28 1.34 -7.99 0.11
Br15 0.99 -6.07 0.15
H42 0.03 -8.21 -1.62
H43 0.60 -9.73 -0.90
H44 2.31 -8.09 -0.36
H45 1.40 -8.32 1.14
Br16 3.79 5.23 5.02
C29 2.73 3.65 4.60
C30 3.00 2.53 5.56
Br17 4.70 1.65 5.18
H46 2.95 3.39 3.57
H47 1.69 3.97 4.68
H48 2.24 1.75 5.46
H49 3.04 2.86 6.60
Br18 0.64 -3.80 6.77
C31 1.64 -2.96 8.21
C32 0.90 -1.79 8.80
Br19 0.99 -0.22 7.65
H50 2.61 -2.68 7.80
H51 1.78 -3.74 8.95
H52 1.35 -1.48 9.74
H53 -0.16 -2.00 8.96
Br20 2.39 9.37 9.34
C33 3.41 7.74 9.65
C34 3.33 6.80 8.48
Br21 1.61 5.88 8.43
H54 3.04 7.30 10.57
H55 4.44 8.07 9.80
H56 4.07 6.02 8.56
H57 3.44 7.30 7.52

=====

[3]
The following is a quantum chemistry calculation of a molecular structure, C34H57ClMnN4O in a non-equilibrium geometry, from the Open Molecules 2025 dataset.

Computed properties:
Frontier orbital gap (spin up / spin down)   1.498 / 4.704 eV
Highest occupied orbital energy (spin up / spin down)   2.6772 / -0.5754 eV
Charge   -2
Multiplicity   4
<S²>   4.1015

Cartesian coordinates (Å):
Mn1 1.88 1.25 -0.02
Cl1 3.60 1.17 -1.57
C1 1.32 2.77 3.51
C2 1.88 2.37 1.39
N1 2.04 1.94 2.66
H1 -0.07 4.42 2.99
N2 0.84 3.25 1.40
H2 1.43 2.75 4.60
C3 2.82 0.66 2.99
C4 3.67 1.05 4.19
C5 1.90 -0.54 3.32
H3 3.03 1.30 5.05
H4 4.34 0.22 4.46
H5 4.28 1.92 3.90
H6 4.40 -0.60 2.25
H7 4.38 0.96 1.41
H8 1.25 -0.82 2.47
C6 3.73 0.18 1.83
H9 1.28 -0.36 4.21
H10 2.54 -1.42 3.52
H11 3.19 -0.35 1.01
C7 0.58 3.60 2.71
C8 -1.33 3.14 0.07
H12 -1.97 3.53 0.88
H13 -1.79 3.47 -0.88
C9 0.10 3.68 0.13
H14 0.23 3.44 -2.00
C10 0.12 5.19 0.16
H15 1.15 5.55 0.24
H16 -1.38 2.04 0.07
H17 0.67 1.97 -1.22
H18 -0.46 5.57 1.01
H19 -0.31 5.59 -0.76
C11 0.78 3.09 -1.10
H20 1.80 3.45 -1.29
C12 1.67 -2.98 -3.72
N3 1.47 -2.47 -2.42
H21 0.91 -2.19 -5.65
N4 0.39 -1.16 -3.76
H22 2.27 -3.85 -3.93
C13 2.16 -2.90 -1.17
C14 2.02 -4.40 -1.04
C15 3.63 -2.50 -1.14
H23 2.56 -4.88 -1.85
H24 2.43 -4.72 -0.07
H25 0.95 -4.67 -1.07
H26 2.13 -2.42 0.94
H27 0.50 -2.48 0.23
H28 3.76 -1.41 -1.20
C16 1.54 -2.17 0.03
H29 4.21 -3.00 -1.93
H30 4.05 -2.82 -0.17
H31 1.56 -1.05 -0.12
C17 1.00 -2.15 -4.56
C18 0.91 1.26 -4.27
H32 1.51 1.12 -5.18
H33 0.41 2.24 -4.37
C19 -0.17 0.18 -4.14
H34 -1.23 1.77 -3.07
C20 -0.92 -0.01 -5.43
H35 -1.64 -0.82 -5.31
H36 1.56 1.31 -3.39
H37 -0.70 0.41 -2.01
H38 -0.21 -0.23 -6.23
H39 -1.46 0.92 -5.67
C21 -1.11 0.67 -3.01
H40 -2.12 0.23 -3.11
C22 0.61 -1.47 -2.51
C23 -1.78 -2.83 -1.14
C24 -3.00 -1.92 -1.25
C25 -4.09 -2.66 -2.00
C26 -3.45 -1.42 0.11
C27 -4.72 -1.60 0.63
C28 -5.07 -1.15 1.90
C29 -4.12 -0.50 2.69
C30 -2.84 -0.27 2.21
C31 -1.79 0.42 3.09
C32 -2.23 1.82 3.49
C33 -1.46 -0.41 4.33
C34 -2.45 -0.68 0.88
O1 -1.30 -0.35 0.44
H41 -1.97 -3.67 -0.46
H42 -0.94 -2.22 -0.77
H43 -1.52 -3.23 -2.13
H44 -2.70 -1.04 -1.83
H45 -4.40 -3.55 -1.44
H46 -4.97 -2.03 -2.18
H47 -3.71 -3.00 -2.97
H48 -5.46 -2.11 0.00
H49 -6.08 -1.34 2.27
H50 -4.40 -0.16 3.69
H51 -0.91 0.49 2.45
H52 -3.15 1.76 4.10
H53 -1.43 2.29 4.08
H54 -2.43 2.43 2.60
H55 -1.12 -1.42 4.04
H56 -0.67 0.09 4.91
H57 -2.36 -0.50 4.96

=====

[4]
The following is a quantum chemistry calculation of a molecular structure, C34H57ClP2RuSi2 in a non-equilibrium geometry, from the Open Molecules 2025 dataset.

Computed properties:
Frontier orbital gap (spin up / spin down)   7.213 / 5.550 eV
Highest occupied orbital energy (spin up / spin down)   -7.0819 / -7.5676 eV
Multiplicity   5
<S²>   6.0431

Cartesian coordinates (Å):
Ru1 0.24 -0.58 -0.64
C1 -1.84 1.66 -1.56
C2 -0.76 1.32 -2.40
C3 -0.73 -0.14 -2.48
Si1 0.61 2.46 -2.91
C4 -1.78 -0.64 -1.61
C5 -2.43 0.51 -1.00
Si2 -3.69 0.44 0.36
H1 -2.15 2.69 -1.36
H2 -0.28 -0.73 -3.28
H3 -2.14 -1.67 -1.61
Cl1 1.98 -3.23 1.19
C6 -4.14 2.16 0.90
C7 -5.19 -0.52 -0.20
C8 0.22 4.22 -2.45
C9 0.95 2.43 -4.74
H4 -5.75 0.10 -0.91
H5 -5.85 -0.74 0.66
H6 -4.94 -1.47 -0.70
H7 -3.29 2.69 1.36
H8 -4.96 2.11 1.62
H9 -4.48 2.75 0.04
H10 0.12 2.94 -5.25
H11 1.02 1.42 -5.16
H12 1.88 2.97 -4.98
H13 -0.81 4.48 -2.72
H14 0.89 4.88 -3.03
H15 0.35 4.45 -1.39
C10 -2.88 -0.50 1.80
C11 2.10 1.81 -1.93
P1 -1.71 -1.88 1.40
H16 -3.70 -0.83 2.46
H17 -2.28 0.23 2.37
P2 2.21 0.01 -1.61
H18 2.08 2.29 -0.93
H19 3.00 2.19 -2.44
C12 3.94 -0.22 -0.92
C13 2.52 -0.66 -3.36
C14 -2.84 -3.20 0.64
C15 -1.45 -2.63 3.12
C16 -0.06 -2.30 3.63
H20 -1.50 -3.71 2.93
C17 -2.45 -2.20 4.20
H21 -2.33 -1.13 4.41
H22 -2.20 -2.76 5.11
H23 -3.49 -2.42 3.96
H24 0.71 -2.62 2.92
H25 0.12 -2.87 4.56
H26 0.04 -1.23 3.86
H27 -3.21 -2.72 -0.28
C18 -4.00 -3.52 1.58
C19 -2.12 -4.49 0.24
H28 -4.60 -2.64 1.84
H29 -3.63 -3.99 2.50
H30 -4.66 -4.24 1.09
H31 -1.48 -4.36 -0.64
H32 -2.87 -5.24 -0.01
H33 -1.50 -4.89 1.05
H34 1.59 -0.42 -3.89
C20 2.75 -2.18 -3.47
C21 3.70 0.07 -4.01
H35 3.56 1.15 -4.07
H36 3.81 -0.30 -5.04
H37 4.64 -0.15 -3.49
H38 1.81 -2.74 -3.38
H39 3.46 -2.56 -2.72
H40 3.16 -2.39 -4.47
C22 3.97 -0.60 0.54
C23 4.87 0.98 -1.10
H41 4.33 -1.08 -1.49
H42 4.52 1.83 -0.48
H43 4.99 1.32 -2.13
H44 5.87 0.70 -0.73
H45 3.82 0.27 1.20
H46 4.95 -1.07 0.77
H47 3.23 -1.38 0.78
C24 0.45 -2.52 -1.23
H48 -0.22 -2.74 -2.08
H49 1.46 -2.88 -1.47
H50 0.15 -3.13 -0.36
C25 0.30 4.89 2.88
C26 -0.36 4.60 1.66
C27 -0.26 3.34 1.08
C28 0.49 2.30 1.70
C29 0.65 0.95 1.24
C30 1.28 0.01 2.00
C31 1.94 0.33 3.22
C32 1.88 1.64 3.66
C33 1.14 2.62 2.96
C34 1.06 3.92 3.50
H51 0.22 5.89 3.34
H52 -0.96 5.39 1.18
H53 -0.78 3.13 0.15
H54 1.30 -1.05 1.69
H55 2.47 -0.46 3.76
H56 2.39 1.93 4.58
H57 1.60 4.14 4.43